{"formula": "C55H66IrN3O5P", "method": "ωB97M-V with the def2-TZVPD basis set", "homo_lumo_gap_ev": [5.9, 5.8], "de_lowest_kcal_mol": 18.81, "e_homo_ha": [-0.2160, -0.2153], "e_tot_ha": -3121.59355, "multiplicity": 2, "total_charge": 0, "s2": 0.764, "symbols": ["Ir", "C", "C", "C", "C", "C", "C", "C", "N", "C", "C", "C", "C", "C", "C", "O", "C", "C", "C", "C", "C", "C", "C", "C", "C", "O", "C", "C", "C", "C", "C", "C", "H", "H", "H", "H", "H", "H", "H", "H", "H", "H", "H", "H", "H", "H", "H", "H", "H", "H", "H", "H", "H", "H", "H", "H", "H", "H", "H", "H", "H", "H", "H", "H", "H", "H", "H", "H", "H", "H", "H", "H", "C", "O", "C", "O", "N", "N", "H", "H", "H", "H", "H", "H", "O", "P", "C", "C", "C", "C", "C", "C", "C", "C", "C", "C", "C", "C", "C", "C", "C", "C", "C", "C", "H", "H", "H", "H", "H", "H", "H", "H", "H", "H", "H", "H", "H", "H", "H", "C", "C", "C", "C", "C", "C", "C", "H", "H", "H", "H", "H"], "xyz": [[-1.59315, 0.39651, -0.27181], [3.16462, -4.78146, 0.99128], [3.44677, -3.95299, -0.27081], [3.92954, -4.90346, -1.36645], [4.58220, -2.96222, 0.02444], [2.17078, -3.20426, -0.66760], [1.64471, -2.25365, 0.20479], [0.45036, -1.58816, -0.05777], [-0.12645, -0.58383, 0.74396], [0.16920, -0.42778, 2.08440], [0.62106, -1.45505, 2.91248], [0.94828, -1.24331, 4.24887], [0.82025, 0.03196, 4.76586], [0.29234, 1.09648, 4.01864], [-0.06743, 0.82561, 2.70834], [-0.67342, 1.82927, 1.93799], [0.20243, 2.45643, 4.74181], [-0.28661, 3.64403, 3.90523], [-0.73159, 2.33358, 5.95613], [1.61557, 2.81352, 5.24295], [1.52338, -2.39352, 5.07935], [1.49773, -2.09151, 6.58019], [2.98182, -2.61181, 4.65068], [0.73330, -3.68918, 4.85532], [-0.20853, -1.85026, -1.29217], [-1.30212, -1.13256, -1.59109], [0.31484, -2.78694, -2.19248], [1.49391, -3.45536, -1.84981], [-0.36403, -3.00971, -3.54721], [-1.82402, -3.45234, -3.36082], [0.33353, -4.09542, -4.37120], [-0.30536, -1.70482, -4.35866], [4.05493, -5.33956, 1.29420], [2.35462, -5.49098, 0.81027], [2.86610, -4.14226, 1.82457], [4.85507, -5.38875, -1.04882], [4.13185, -4.37074, -2.29824], [3.19689, -5.68625, -1.57180], [5.46874, -3.49721, 0.37498], [4.30403, -2.23917, 0.79277], [4.85704, -2.40904, -0.87737], [2.19616, -2.00632, 1.10062], [0.70657, -2.44539, 2.49548], [1.10626, 0.22392, 5.78870], [-1.31531, 3.51968, 3.57341], [0.33590, 3.80865, 3.02591], [-0.23987, 4.53915, 4.53124], [-1.77154, 2.23310, 5.63970], [-0.65526, 3.23248, 6.57350], [-0.47771, 1.47328, 6.57576], [2.34483, 2.73639, 4.43471], [1.94239, 2.16112, 6.05315], [1.62700, 3.83912, 5.61877], [2.16808, -1.27208, 6.84517], [1.82692, -2.97254, 7.13482], [0.49112, -1.83518, 6.91739], [3.56464, -1.69995, 4.79544], [3.04162, -2.88240, 3.59424], [3.44005, -3.41373, 5.23565], [-0.30486, -3.57163, 5.17307], [1.17929, -4.49663, 5.44092], [0.73339, -4.00516, 3.81242], [1.88743, -4.18835, -2.53613], [-1.86584, -4.38512, -2.79291], [-2.28634, -3.62920, -4.33652], [-2.39980, -2.70352, -2.82223], [0.35956, -5.05119, -3.84362], [1.35718, -3.81684, -4.63066], [-0.21653, -4.24333, -5.30316], [-0.79803, -0.89349, -3.82533], [-0.79431, -1.83514, -5.32943], [0.73384, -1.41549, -4.53631], [-6.05679, -2.00852, 1.17225], [-5.84733, -1.07963, 0.09600], [-4.56869, -0.71126, -0.06331], [-3.64588, -1.14795, 0.57849], [-4.52138, 0.22693, -1.06402], [-3.31891, 0.81302, -1.48928], [-7.11495, -2.24719, 1.14554], [-5.79013, -1.54219, 2.11925], [-5.45450, -2.90148, 1.02361], [-5.35732, 0.41871, -1.58947], [-3.44572, 1.81122, -1.62303], [-3.00746, 0.37782, -2.36064], [-0.81873, 2.12370, -2.00112], [0.15429, 2.62839, -3.02134], [1.79282, 1.91464, -2.85877], [2.93671, 2.48874, -3.41482], [4.15137, 1.82990, -3.32411], [4.22832, 0.59813, -2.68373], [3.09593, 0.02966, -2.12173], [1.87937, 0.69278, -2.20343], [0.36241, 4.42075, -2.95445], [1.25327, 4.98758, -2.04549], [1.33524, 6.36582, -1.91764], [0.52446, 7.18438, -2.69174], [-0.36952, 6.62632, -3.59527], [-0.45188, 5.24844, -3.72547], [-0.39831, 2.27128, -4.70896], [0.41884, 2.50624, -5.81251], [-0.02882, 2.20576, -7.08820], [-1.29616, 1.66652, -7.27359], [-2.11666, 1.43411, -6.18112], [-1.66659, 1.73856, -4.90412], [2.88833, 3.45619, -3.90139], [5.03978, 2.27789, -3.75037], [5.18001, 0.08521, -2.61881], [3.13766, -0.92701, -1.61913], [0.99654, 0.25568, -1.76258], [1.88121, 4.35071, -1.43414], [2.03097, 6.79982, -1.21168], [0.59066, 8.26011, -2.59127], [-0.99848, 7.26487, -4.20173], [-1.14231, 4.81545, -4.43965], [1.41201, 2.91649, -5.68024], [0.61408, 2.38481, -7.94007], [-1.63956, 1.42614, -8.27145], [-3.10219, 1.00922, -6.32103], [-2.29689, 1.56155, -4.04214], [-1.79120, 1.41433, 1.27144], [-3.03837, 1.60951, 2.05089], [-3.22113, 1.07084, 3.32224], [-4.44582, 1.19577, 3.96052], [-5.49299, 1.87671, 3.35602], [-5.31327, 2.43487, 2.09701], [-4.09707, 2.29073, 1.44948], [-2.42145, 0.51942, 3.80128], [-4.58003, 0.75589, 4.94092], [-6.44270, 1.97707, 3.86565], [-6.12007, 2.97877, 1.62232], [-3.94502, 2.72970, 0.47103]], "forces_ev_per_angstrom": [[0.0, -0.5, 0.9], [0.0, 0.0, 0.0], [0.0, 0.0, 0.0], [0.0, 0.0, 0.0], [0.0, 0.0, 0.0], [0.0, 0.0, 0.1], [0.0, 0.0, 0.1], [-0.1, 0.0, -0.1], [0.2, 0.0, -0.6], [-0.2, 0.2, 0.1], [0.0, 0.0, 0.0], [0.0, 0.0, 0.0], [-0.1, 0.0, 0.0], [0.0, 0.0, 0.0], [0.3, 0.1, 0.0], [0.1, -0.3, 0.3], [0.0, 0.0, 0.0], [0.0, 0.0, 0.0], [0.0, 0.0, 0.0], [0.0, 0.0, 0.0], [0.0, 0.0, 0.0], [0.0, 0.0, 0.0], [0.0, 0.0, 0.0], [0.0, 0.0, 0.0], [0.1, 0.0, 0.0], [0.0, 0.1, 0.1], [0.0, 0.1, 0.0], [-0.1, 0.0, -0.1], [0.0, 0.0, 0.0], [0.0, 0.0, 0.0], [0.0, 0.0, 0.0], [0.0, 0.0, 0.0], [0.0, 0.0, 0.0], [0.0, 0.0, 0.0], [0.0, 0.0, 0.0], [0.0, 0.0, 0.0], [0.0, 0.0, 0.0], [0.0, 0.0, 0.0], [0.0, 0.0, 0.0], [0.0, 0.0, 0.0], [0.0, 0.0, 0.0], [0.0, 0.0, 0.0], [0.0, 0.0, -0.1], [0.0, 0.0, 0.0], [0.0, 0.0, 0.0], [0.0, 0.0, 0.0], [0.0, 0.0, 0.0], [0.0, 0.0, 0.0], [0.0, 0.0, 0.0], [0.0, 0.0, 0.0], [0.0, 0.0, 0.0], [0.0, 0.0, 0.0], [0.0, 0.0, 0.0], [0.0, 0.0, 0.0], [0.0, 0.0, 0.0], [0.0, 0.0, 0.0], [0.0, 0.0, 0.0], [0.0, 0.0, 0.0], [0.0, 0.0, 0.0], [0.0, 0.0, 0.0], [0.0, 0.0, 0.0], [0.0, 0.0, 0.0], [0.0, 0.0, 0.0], [0.0, 0.0, 0.0], [0.0, 0.0, 0.0], [0.0, 0.0, 0.0], [0.0, 0.0, 0.0], [0.0, 0.0, 0.0], [0.0, 0.0, 0.0], [0.0, 0.0, 0.0], [0.0, 0.0, 0.0], [0.0, 0.0, 0.0], [0.0, 0.0, 0.0], [-0.1, -0.1, 0.0], [0.0, 0.0, 0.0], [-0.1, 0.2, -0.1], [0.0, 0.1, 0.0], [0.2, -0.2, 0.0], [0.0, 0.0, 0.0], [0.0, 0.0, 0.0], [0.0, 0.0, 0.0], [0.0, -0.1, 0.0], [0.0, 0.0, 0.0], [0.0, 0.1, 0.0], [-0.1, 0.0, -0.2], [0.1, 0.1, 0.1], [0.0, 0.0, 0.0], [0.0, 0.0, 0.0], [0.0, 0.0, 0.0], [0.0, 0.0, 0.0], [0.0, 0.0, 0.0], [0.0, 0.0, -0.1], [-0.1, 0.0, 0.0], [0.0, 0.0, 0.1], [0.0, 0.0, 0.0], [0.0, 0.0, 0.0], [0.0, 0.0, 0.0], [0.1, 0.0, 0.0], [0.0, 0.0, 0.0], [0.0, 0.0, 0.0], [0.0, 0.0, 0.0], [0.0, 0.0, 0.0], [0.0, 0.0, 0.0], [0.0, 0.0, 0.0], [0.0, 0.0, 0.0], [0.0, 0.0, 0.0], [0.0, 0.0, 0.0], [0.0, 0.0, 0.0], [-0.1, 0.0, 0.0], [0.0, 0.0, 0.0], [0.0, 0.0, 0.0], [0.0, 0.0, 0.0], [0.0, 0.0, 0.0], [0.0, 0.0, 0.0], [0.0, 0.0, 0.0], [0.0, 0.0, 0.0], [0.0, 0.0, 0.0], [0.0, 0.0, 0.0], [0.0, 0.0, 0.0], [-0.2, 0.2, -0.4], [-0.3, 0.3, -0.2], [0.1, -0.1, 0.1], [0.0, 0.0, 0.0], [0.0, 0.0, 0.0], [0.0, 0.0, 0.1], [0.0, 0.0, 0.0], [0.0, 0.0, 0.0], [0.0, 0.0, 0.0], [0.0, 0.0, 0.0], [0.0, 0.0, 0.0], [0.0, 0.0, 0.0]], "lowdin_charge": [1.420, -0.041, -0.550, -0.069, -0.049, -0.197, -0.009, -0.205, -0.066, -0.186, 0.021, -0.163, -0.007, -0.097, -0.146, -0.049, -0.516, -0.051, -0.041, -0.050, -0.548, -0.068, -0.037, -0.049, -0.309, -0.296, -0.098, 0.005, -0.527, -0.044, -0.074, -0.043, 0.085, 0.092, 0.053, 0.083, 0.086, 0.085, 0.083, 0.077, 0.076, 0.101, 0.102, 0.089, 0.075, 0.090, 0.084, 0.073, 0.087, 0.076, 0.093, 0.075, 0.081, 0.079, 0.083, 0.090, 0.090, 0.059, 0.086, 0.091, 0.083, 0.070, 0.080, 0.090, 0.079, 0.064, 0.086, 0.084, 0.081, 0.057, 0.083, 0.089, -0.027, -0.028, -0.576, 0.084, 0.046, -0.059, 0.093, 0.093, 0.098, 0.156, 0.102, 0.091, -0.379, 0.801, -0.269, -0.098, -0.077, -0.064, -0.033, -0.037, -0.265, -0.072, -0.072, -0.079, -0.077, -0.071, -0.273, -0.065, -0.069, -0.076, -0.073, -0.083, 0.104, 0.104, 0.104, 0.086, 0.078, 0.115, 0.106, 0.105, 0.104, 0.106, 0.102, 0.106, 0.105, 0.106, 0.082, -0.311, -0.204, -0.017, -0.073, -0.086, -0.078, -0.055, 0.121, 0.106, 0.101, 0.103, 0.103]}

***

{"formula": "CH4NO2", "method": "ωB97M-V with the def2-TZVPD basis set", "homo_lumo_gap_ev": 6.4, "de_lowest_kcal_mol": 50.31, "e_homo_ha": -0.0628, "e_tot_ha": -245.71743, "multiplicity": 1, "total_charge": -1, "symbols": ["O", "H", "C", "N", "O", "H", "H", "H"], "xyz": [[-0.69969, -2.02718, 1.66541], [-0.72090, -1.08022, 1.49221], [0.80409, 1.09658, -0.58318], [-0.61937, 1.54719, -0.39541], [0.92591, -0.03550, -1.02448], [0.09639, -2.18997, 1.13647], [-1.26872, 0.75762, -0.56749], [-0.86622, 2.30111, -1.02690]], "forces_ev_per_angstrom": [[0.7, 0.2, -0.4], [-0.5, 0.4, 0.2], [-0.1, 1.0, -0.5], [-0.2, -0.9, 0.3], [-0.3, -0.6, 0.4], [-0.1, -0.5, 0.1], [0.3, 0.2, -0.3], [0.3, 0.2, 0.1]], "nbo_charge": [-0.958, 0.480, 0.153, -1.021, -0.770, 0.474, 0.299, 0.343]}

***

{"formula": "C4H12N4O2", "method": "ωB97M-V with the def2-TZVPD basis set", "homo_lumo_gap_ev": [7.5, 7.6], "de_lowest_kcal_mol": 211.37, "e_homo_ha": [-0.2500, -0.2547], "e_tot_ha": -528.80939, "multiplicity": 1, "total_charge": 0, "symbols": ["C", "C", "C", "C", "N", "N", "N", "N", "O", "O", "H", "H", "H", "H", "H", "H", "H", "H", "H", "H", "H", "H"], "xyz": [[1.78234, 0.26165, -1.21913], [0.84120, -0.81280, -0.77711], [-1.36976, -0.87116, 0.29004], [-0.05703, -0.00527, 0.10066], [-2.32298, 0.69647, 2.28131], [0.22473, 1.55178, 1.69905], [0.55249, 0.30545, 1.33218], [-2.53699, -0.23076, 0.82967], [0.82111, 2.03408, 2.82233], [-1.79147, 1.77054, 2.10580], [1.18118, 1.06691, -1.67089], [2.64163, -0.01987, -1.89197], [2.32992, 0.77070, -0.40226], [1.24109, -1.75460, -0.43617], [0.38711, -1.05650, -1.78675], [-1.19143, -1.61334, 0.94359], [-1.50432, -1.28865, -0.69056], [-0.24219, 0.88322, -0.48528], [0.02949, 2.23173, 1.00152], [0.39787, 1.46465, 3.45568], [-2.77303, 0.51510, 0.17977], [-3.34613, -0.83386, 0.91648]], "forces_ev_per_angstrom": [[3.3, 1.0, -0.5], [0.2, 0.4, -2.7], [0.9, 2.0, -1.7], [-2.6, -1.8, 0.8], [0.3, 0.6, 2.7], [1.9, -2.2, -1.2], [0.3, 1.3, 1.6], [-0.4, 1.7, -2.4], [0.3, 0.3, -0.4], [-2.3, -0.6, -0.7], [0.5, -0.4, -0.3], [-1.2, 0.0, 0.2], [-0.5, -0.4, 0.1], [0.3, 0.1, 0.7], [-0.4, -0.1, 1.3], [1.3, -2.8, 2.1], [-0.8, -0.4, -0.5], [-0.8, 0.5, -0.2], [0.1, 0.9, -0.4], [-0.2, -0.3, 1.2], [-0.5, 0.1, 0.1], [0.1, -0.1, 0.3]], "nbo_charge": [-0.605, -0.414, -0.226, -0.095, 0.005, -0.007, -0.373, -0.561, -0.521, -0.392, 0.190, 0.213, 0.219, 0.228, 0.197, 0.202, 0.184, 0.163, 0.346, 0.478, 0.374, 0.397]}